Entry 1:
The following is a quantum chemistry calculation of C41H39AsBF5NbO7PSTe2 as an isolated structure at a distorted geometry, from OMol25.

XYZ file:
```
99
Properties=species:S:1:pos:R:3:mulliken_charge:R:1
Nb -1.556 -2.211 0.352 2.11
C -5.706 -5.966 3.968 -1.68
C -5.627 -4.823 3.001 0.62
C -5.585 -3.463 3.426 -1.00
C -5.306 -2.452 2.502 1.40
C -5.057 -1.044 3.018 -1.66
C -5.107 -2.785 1.167 0.62
Te -4.379 -1.232 -0.166 -0.13
C -5.095 -4.104 0.682 0.72
C -4.596 -4.595 -0.635 -1.75
C -5.321 -5.110 1.640 -1.15
H -6.540 -5.814 4.611 0.49
H -4.874 -5.975 4.633 0.33
H -5.814 -6.874 3.432 0.40
H -5.595 -3.195 4.505 0.24
H -5.278 -1.070 4.091 0.43
H -5.729 -0.286 2.556 0.30
H -4.047 -0.733 2.815 0.34
H -3.460 -4.650 -0.722 0.31
H -4.855 -3.933 -1.490 0.35
H -4.944 -5.604 -0.791 0.49
H -5.294 -6.119 1.295 0.31
O -3.751 1.817 -1.108 -0.51
B -4.118 0.993 0.009 1.13
O -4.549 1.823 1.141 -0.50
C -4.265 3.120 0.733 0.46
C -4.313 4.265 1.442 -0.73
C -3.992 5.476 0.764 -0.64
C -3.543 5.464 -0.531 -0.45
C -3.478 4.237 -1.281 -0.97
C -3.889 3.124 -0.655 0.80
H -4.678 4.242 2.463 0.48
H -4.156 6.365 1.299 0.47
H -3.264 6.430 -1.057 0.31
H -3.204 4.196 -2.338 0.64
F -2.264 -7.079 3.055 -0.49
Te -0.403 -6.604 2.793 1.87
F -0.631 -0.699 1.174 -0.74
F -0.515 -5.852 4.615 -0.46
F 1.625 -6.721 2.679 -0.53
F -0.234 -8.306 3.591 -0.38
O -2.147 -3.172 1.771 -0.78
C 1.529 1.414 -0.599 -0.39
C 1.990 2.017 0.745 -1.39
As 2.578 3.963 0.775 0.31
C 1.774 4.651 -0.948 0.09
C 2.626 5.284 -1.870 -0.47
C 2.075 5.736 -3.090 -0.51
C 0.706 5.623 -3.349 -0.79
C -0.128 5.050 -2.369 0.07
C 0.388 4.552 -1.225 -0.48
C 4.460 3.635 0.175 0.41
C 5.448 3.866 1.168 -0.60
C 6.782 3.748 0.854 -0.51
C 7.170 3.384 -0.483 -0.59
C 6.193 3.142 -1.437 -0.65
C 4.856 3.282 -1.129 -0.13
P 1.354 -0.452 -0.633 0.35
C 2.848 -0.871 0.292 0.36
C 2.822 -2.036 1.080 -0.54
C 3.920 -2.383 1.829 -0.54
C 5.102 -1.619 1.760 -0.61
C 5.174 -0.520 0.863 -0.80
C 4.027 -0.232 0.060 -0.21
C 1.881 -0.741 -2.323 0.96
C 2.757 -1.794 -2.579 -0.44
C 3.422 -1.808 -3.781 -0.79
C 3.351 -0.712 -4.615 -0.66
C 2.332 0.215 -4.476 -0.49
C 1.524 0.128 -3.353 -0.71
H 2.213 1.707 -1.383 0.20
H 0.596 1.920 -0.924 0.32
H 2.795 1.531 1.306 0.40
H 1.131 2.174 1.411 0.61
H 3.678 5.423 -1.642 0.56
H 2.759 6.142 -3.837 0.39
H 0.271 5.980 -4.316 0.34
H -1.195 5.024 -2.535 0.15
H -0.260 4.124 -0.472 0.54
H 5.162 4.245 2.166 0.29
H 7.570 4.002 1.559 0.41
H 8.232 3.331 -0.710 0.38
H 6.503 2.781 -2.424 0.37
H 4.079 3.014 -1.872 0.43
H 1.921 -2.648 1.042 0.20
H 3.832 -3.393 2.306 0.37
H 5.987 -1.934 2.335 0.35
H 6.086 0.068 0.762 0.48
H 4.050 0.584 -0.641 0.70
H 2.897 -2.606 -1.906 0.60
H 4.007 -2.672 -4.132 0.39
H 4.128 -0.509 -5.340 0.38
H 2.156 1.029 -5.190 0.41
H 0.673 0.810 -3.243 0.38
O 0.098 -3.220 -3.039 -0.52
S -0.496 -3.656 -1.795 1.27
O -1.950 -3.010 -1.447 -0.56
O 0.102 -2.819 -0.404 -0.53
O -0.453 -5.025 -1.424 -0.58
```

Properties
Energy above the lowest of the compared OMol25 structures with the same formula, charge and spin = 16.45 kcal/mol
LUMO energy = -1.68 eV
Gap between HOMO and LUMO = 5.782 eV
2S+1 = 1
Charge = 0



Entry 2:
The following is a quantum chemistry calculation of C41H39BIrN5OP2Se2 as an isolated structure, from OMol25.

XYZ file:
```
92
Properties=species:S:1:pos:R:3:mulliken_charge:R:1
Ir -0.612 0.148 0.044 0.61
Se 0.951 4.148 -4.987 -0.29
P -0.800 4.620 -3.947 0.57
C -1.002 6.305 -3.336 0.40
C -0.740 7.336 -4.236 -0.65
C -1.000 8.646 -3.875 -0.73
C -1.514 8.931 -2.616 -0.56
C -1.760 7.907 -1.714 -0.85
C -1.506 6.591 -2.072 0.45
C -2.332 4.300 -4.859 0.67
C -2.289 3.539 -6.020 -0.51
C -3.456 3.300 -6.732 -0.70
C -4.660 3.822 -6.286 -0.47
C -4.704 4.587 -5.126 -0.76
C -3.543 4.830 -4.414 -0.30
C -0.964 3.511 -2.495 0.19
C -0.020 3.079 -1.501 0.18
N -0.575 2.025 -0.936 -0.18
N -1.783 1.892 -1.472 0.75
N -2.050 2.739 -2.436 -1.03
P 1.533 3.660 -0.656 0.63
Se 1.367 3.053 1.350 -0.32
C 1.615 5.452 -0.852 0.40
C 2.111 6.044 -2.012 -0.20
C 2.201 7.425 -2.095 -0.85
C 1.807 8.214 -1.025 -0.49
C 1.318 7.626 0.134 -0.84
C 1.224 6.248 0.224 -0.76
C 2.865 2.911 -1.601 0.76
C 4.121 3.509 -1.640 -0.08
C 5.170 2.863 -2.275 -0.82
C 4.971 1.622 -2.861 -0.53
C 3.722 1.017 -2.809 -0.97
C 2.671 1.658 -2.179 -0.29
H -0.332 7.106 -5.213 0.41
H -0.803 9.447 -4.575 0.43
H -1.718 9.957 -2.336 0.43
H -2.147 8.131 -0.729 0.44
H -1.705 5.795 -1.364 0.31
H -1.340 3.149 -6.365 0.35
H -3.420 2.715 -7.642 0.41
H -5.568 3.643 -6.848 0.40
H -5.643 5.004 -4.785 0.43
H -3.579 5.440 -3.520 0.36
H 2.423 5.435 -2.849 0.64
H 2.588 7.880 -2.998 0.44
H 1.889 9.291 -1.091 0.44
H 1.021 8.241 0.973 0.45
H 0.873 5.778 1.134 0.32
H 4.289 4.468 -1.166 0.50
H 6.146 3.328 -2.304 0.44
H 5.793 1.118 -3.351 0.42
H 3.572 0.041 -3.250 0.45
H 1.705 1.172 -2.130 0.29
C -2.385 0.755 -0.949 -0.19
C -3.464 0.121 -1.036 0.46
C -4.601 -0.672 -0.990 0.38
C -5.619 -0.389 -0.055 -0.38
C -6.749 -1.173 -0.025 -0.65
C -6.874 -2.234 -0.921 -0.27
C -5.878 -2.524 -1.850 -0.64
C -4.740 -1.750 -1.890 -0.36
H -5.493 0.443 0.624 0.47
H -7.537 -0.969 0.686 0.43
H -7.767 -2.846 -0.893 0.41
H -6.000 -3.352 -2.535 0.42
H -3.949 -1.951 -2.600 0.47
B 3.925 -0.789 0.900 0.37
C 2.422 -0.442 0.636 -0.13
N 1.304 -0.220 0.441 -0.48
H 4.566 -0.236 0.038 -0.15
H 4.177 -0.374 2.009 -0.11
H 4.000 -1.998 0.832 -0.14
O -1.029 -1.707 0.769 -0.66
C -1.007 -2.041 1.978 0.45
C -0.382 -1.243 3.075 -0.38
C 0.742 -2.145 3.666 -0.85
C 1.379 -3.169 2.695 -0.13
C 0.640 -4.507 2.511 -0.82
C -0.659 -4.395 1.716 -0.68
N -1.435 -3.278 2.310 -0.13
H -1.120 -0.981 3.837 0.45
H 0.027 -0.317 2.674 0.04
H 0.354 -2.680 4.538 0.39
H 1.522 -1.483 4.040 0.49
H 2.378 -3.389 3.068 0.39
H 1.544 -2.710 1.719 -0.01
H 0.422 -4.940 3.494 0.30
H 1.301 -5.213 2.004 0.39
H -1.254 -5.305 1.759 0.39
H -0.479 -4.152 0.671 0.31
H -1.466 -3.388 3.317 0.36
```

Properties
<S²> = 0.7532
Energy above the lowest of the compared OMol25 structures with the same formula, charge and spin = 26.10 kcal/mol
LUMO energy (spin up / spin down) = -4.80 / -4.76 eV
Gap between HOMO and LUMO (spin up / spin down) = 5.480 / 5.500 eV
2S+1 = 2
Charge = +1



Entry 3:
The following is a quantum chemistry calculation of C41H39F3IrNO4SSbSeSiTe as an isolated structure, from OMol25.

XYZ file:
```
94
Properties=species:S:1:pos:R:3:mulliken_charge:R:1
Ir 1.329 -0.900 -1.102 3.27
C 1.617 -0.858 0.954 -0.21
Si 0.243 -1.859 1.675 -1.28
C 0.058 -3.206 0.356 -1.64
N 0.071 -2.659 -1.033 0.67
C -1.307 -2.282 -1.442 0.58
C -1.402 -1.994 -2.955 -0.73
C -0.066 -2.016 -3.695 -0.21
C 0.648 -3.325 -3.400 -1.24
C 0.462 -3.773 -1.947 -1.12
C -1.372 -0.969 2.056 1.39
C -2.597 -1.641 2.002 -0.33
C -3.755 -1.078 2.520 -0.94
C -3.713 0.182 3.103 -0.61
C -2.512 0.877 3.152 -0.57
C -1.357 0.303 2.636 -0.24
C 0.706 -2.738 3.269 0.80
C 0.721 -4.126 3.403 -0.25
C 1.084 -4.731 4.599 -0.76
C 1.441 -3.953 5.689 -0.49
C 1.436 -2.568 5.578 -0.74
C 1.071 -1.973 4.380 -0.38
H 2.546 -1.356 1.245 0.48
H 1.701 0.167 1.324 0.03
H -0.754 -3.935 0.458 0.63
H 1.000 -3.755 0.467 0.68
H -1.609 -1.425 -0.847 -0.93
H -1.983 -3.104 -1.179 0.60
H -1.951 -1.068 -3.133 0.00
H -1.988 -2.789 -3.424 0.53
H 0.595 -0.096 -3.687 0.08
H -0.245 -1.917 -4.768 0.80
H 1.704 -3.212 -3.649 0.27
H 0.245 -4.096 -4.059 0.53
H 1.378 -4.216 -1.564 0.49
H -0.329 -4.528 -1.870 0.53
H -2.647 -2.638 1.574 0.33
H -4.689 -1.625 2.478 0.46
H -4.612 0.621 3.516 0.42
H -2.471 1.864 3.596 0.45
H -0.426 0.857 2.700 0.37
H 0.449 -4.759 2.565 0.29
H 1.089 -5.811 4.679 0.40
H 1.726 -4.421 6.622 0.38
H 1.718 -1.955 6.424 0.41
H 1.073 -0.889 4.312 0.35
F -1.154 6.299 -2.709 -0.38
C -0.421 5.189 -2.950 0.30
C -0.776 4.371 -4.005 -0.67
C -0.027 3.229 -4.240 -0.38
C 1.050 2.906 -3.417 0.27
C 1.405 3.760 -2.376 0.01
C 0.661 4.909 -2.144 -0.62
Sb -0.495 1.112 -1.024 -1.94
C -0.315 2.668 0.373 1.71
C 0.952 2.926 0.904 -0.55
C 1.146 3.979 1.784 -0.72
C 0.061 4.771 2.110 0.16
F 0.242 5.796 2.964 -0.38
C -1.199 4.559 1.585 -0.85
C -1.380 3.500 0.707 -0.91
C -2.597 1.138 -1.373 0.77
C -3.502 0.886 -0.344 -0.26
C -4.868 0.858 -0.586 -0.85
C -5.311 1.090 -1.873 0.08
F -6.635 1.062 -2.118 -0.36
C -4.449 1.354 -2.919 -0.68
C -3.086 1.377 -2.657 -0.98
H -1.621 4.631 -4.628 0.47
H -0.271 2.569 -5.064 0.52
H 2.254 3.531 -1.749 0.56
H 0.911 5.575 -1.329 0.44
H 1.799 2.316 0.609 0.29
H 2.118 4.197 2.206 0.49
H -2.011 5.220 1.856 0.47
H -2.362 3.331 0.283 0.43
H -3.146 0.708 0.662 0.48
H -5.581 0.661 0.204 0.52
H -4.845 1.544 -3.907 0.49
H -2.400 1.604 -3.467 0.41
O 2.477 0.837 -1.243 -0.56
Se 3.200 1.090 -2.767 0.77
O 4.140 2.369 -2.528 -0.72
O 0.841 -0.963 -3.325 -0.46
O 1.666 1.709 -3.664 -0.74
Te 3.486 -2.336 -1.393 -0.03
C 4.736 -1.613 0.123 -0.06
C 5.211 -0.351 0.344 0.03
C 6.040 -0.270 1.496 -0.82
C 6.183 -1.468 2.128 -0.42
S 5.297 -2.696 1.333 -0.14
H 4.967 0.490 -0.289 0.42
H 6.514 0.641 1.832 0.39
H 6.765 -1.690 3.008 0.41
```

Properties
<S²> = 0.7591
Energy above the lowest of the compared OMol25 structures with the same formula, charge and spin = 0.00 kcal/mol
LUMO energy (spin up / spin down) = 0.02 / -1.54 eV
Gap between HOMO and LUMO (spin up / spin down) = 7.094 / 5.723 eV
2S+1 = 2
Charge = 0



Entry 4:
The following is a quantum chemistry calculation of a 11-piece molecular cluster, C41H39N5O34 overall at a distorted geometry, from OMol25.

XYZ file:
```
119
Properties=species:S:1:pos:R:3:mulliken_charge:R:1
O 0.581 2.433 -6.459 -0.59
C 0.421 1.624 -5.547 0.23
C 1.331 1.614 -4.414 -0.55
C 1.546 0.571 -3.607 0.78
O 2.529 0.638 -2.612 -0.49
C 0.851 -0.733 -3.614 0.56
O 1.068 -1.695 -2.861 -0.34
C -0.210 -0.728 -4.603 -0.99
C -0.451 0.330 -5.425 0.88
O -1.504 0.339 -6.393 -0.54
H 1.948 2.494 -4.304 0.45
H 2.705 -0.209 -2.196 0.05
H -0.908 -1.551 -4.642 0.23
H -1.866 -0.549 -6.351 0.34
O -0.747 -3.913 -0.302 -0.72
C -0.377 -2.719 -0.063 0.19
C 1.031 -2.356 0.220 0.19
C 1.500 -1.117 0.595 -0.31
O 2.829 -0.937 0.943 -0.34
C 0.633 0.166 0.468 0.77
O 1.087 1.280 0.482 -0.33
C -0.784 -0.234 0.128 -0.04
C -1.240 -1.512 -0.006 0.08
O -2.541 -1.838 -0.133 -0.44
H 1.812 -3.099 0.287 0.71
H 3.186 -0.137 0.549 -0.14
H -1.603 0.468 0.178 0.16
H -2.731 -2.640 -0.625 0.31
O -4.599 1.604 1.105 -0.66
C -4.756 0.888 0.145 0.81
C -4.213 1.296 -1.164 0.09
C -4.297 0.453 -2.229 0.44
O -3.692 0.693 -3.417 -0.33
C -5.098 -0.786 -2.280 0.40
O -5.393 -1.318 -3.346 -0.70
C -5.459 -1.253 -0.937 -1.06
C -5.264 -0.535 0.183 0.56
O -5.830 -0.865 1.399 -0.59
H -3.482 2.088 -1.234 -0.02
H -3.992 -0.029 -3.973 0.37
H -5.939 -2.220 -0.892 0.43
H -5.639 -0.153 2.015 0.35
O -1.277 2.304 -2.099 0.16
C -1.042 3.242 -2.802 1.26
C -2.097 3.736 -3.690 -1.16
C -1.945 4.562 -4.746 0.62
O -2.945 4.874 -5.623 -0.54
C -0.570 5.142 -5.061 0.09
O -0.150 5.610 -6.095 -0.59
C 0.379 4.900 -3.990 -0.26
C 0.174 4.057 -2.998 -0.52
O 1.086 3.859 -2.042 -0.50
H -3.108 3.394 -3.523 0.53
H -2.675 5.640 -6.135 0.33
H 1.313 5.440 -4.042 0.49
H 0.871 3.119 -1.468 0.15
O -2.964 7.336 1.470 -0.60
C -2.537 6.206 1.547 0.60
C -1.772 5.878 2.675 -0.74
C -1.408 4.594 3.017 0.22
O -0.937 4.329 4.256 -0.63
C -1.587 3.409 2.107 0.98
O -1.269 2.302 2.410 -0.69
C -2.045 3.847 0.750 -0.07
C -2.604 5.072 0.567 -0.07
O -3.281 5.439 -0.548 -0.49
H -1.567 6.638 3.414 0.45
H -1.020 3.373 4.297 0.31
H -2.398 3.129 0.024 0.14
H -3.785 6.226 -0.326 0.35
O 2.432 -4.410 2.726 -0.50
C 2.379 -4.866 3.881 0.64
C 1.497 -4.246 4.909 -0.47
C 1.331 -4.673 6.176 0.38
O 0.554 -3.909 7.011 -0.54
C 2.088 -5.775 6.795 0.63
O 1.927 -6.161 7.950 -0.60
C 3.022 -6.402 5.705 -1.01
C 3.170 -5.972 4.463 0.50
O 4.120 -6.452 3.604 -0.60
H 0.955 -3.345 4.662 0.46
H 0.556 -4.360 7.858 0.33
H 3.589 -7.245 6.072 0.40
H 4.297 -5.919 2.824 0.33
C 4.242 -1.070 4.293 -0.51
N 5.062 -1.767 5.280 0.99
O 5.464 -1.208 6.263 -0.55
O 5.240 -3.008 5.101 -0.56
H 3.804 -1.747 3.559 0.10
H 4.926 -0.407 3.761 0.33
H 3.446 -0.468 4.730 0.18
C 2.748 -4.722 -2.205 -0.60
N 3.700 -3.701 -1.661 1.00
O 3.711 -2.602 -2.203 -0.51
O 4.500 -3.936 -0.794 -0.56
H 1.801 -4.564 -1.688 0.14
H 3.028 -5.741 -1.939 0.32
H 2.687 -4.551 -3.280 0.27
C -4.500 -5.365 -3.081 -0.88
N -3.695 -4.190 -2.620 0.93
O -3.598 -3.875 -1.442 -0.58
O -2.980 -3.702 -3.569 -0.49
H -5.066 -5.647 -2.194 0.31
H -3.783 -6.074 -3.496 0.31
H -5.121 -4.796 -3.773 0.34
C 1.482 1.873 4.260 0.09
N 2.522 2.611 4.936 1.05
O 3.345 2.018 5.574 -0.59
O 2.533 3.843 4.714 -0.58
H 1.759 1.924 3.207 0.02
H 0.606 2.493 4.451 -0.25
H 1.469 0.901 4.753 0.30
C 3.827 3.021 -0.638 -0.81
N 4.107 1.833 0.142 1.05
O 4.305 0.747 -0.354 -0.60
O 3.890 2.040 1.354 -0.53
H 4.502 3.773 -0.228 0.37
H 2.815 3.419 -0.565 0.28
H 4.027 2.873 -1.699 0.23
```

Properties
LUMO energy = -2.05 eV
Gap between HOMO and LUMO = 7.382 eV
2S+1 = 1
Charge = 0



no.,energy (hartree)
1,-6205.02872
2,-7549.21821
3,-5942.74688
4,-4416.97644